No. 1
Formula: C3H8FORb
Source: OMol25
Level of theory: ωB97M-V/def2-TZVPD

The geometry in XYZ format:
```
14
C3H8FORb | OMol25 | ωB97M-V/def2-TZVPD
Rb -1.3027 -0.0544 -3.3040
F -3.4613 -1.8704 -3.9477
C -0.3170 -1.0126 0.6522
C 0.0489 0.4625 0.5795
C 1.4811 0.7257 1.0792
O -0.1048 0.8789 -0.7672
H 0.0417 -1.5305 -0.2472
H -1.3869 -1.1617 0.7686
H 0.2037 -1.5693 1.4340
H -0.6847 0.9798 1.2144
H 1.5807 0.3760 2.0996
H 1.7207 1.7805 0.9398
H 2.1153 0.1763 0.3771
H 0.0654 1.8191 -0.8782
```

The total charge is 0. Its HOMO energy is -7.6 eV. For the HOMO-LUMO gap, the calculation gives 0.254 Eh. For the energy above the lowest of the compared OMol25 structures with the same formula, charge and spin, the calculation gives 24.0 kcal/mol.

Want to see where the charge sits? The Mulliken charges in e are:
1 Rb 0.948
2 F -0.949
3 C -1.245
4 C 0.533
5 C -1.218
6 O -0.508
7 H 0.303
8 H 0.321
9 H 0.338
10 H 0.197
11 H 0.359
12 H 0.359
13 H 0.298
14 H 0.266

No. 2
Formula: C3H8FP
Source: OMol25
Level of theory: ωB97M-V/def2-TZVPD

The geometry in XYZ format:
```
13
C3H8FP | OMol25 | ωB97M-V/def2-TZVPD
C 2.3110 -0.2863 0.0392
C -3.1988 -0.0983 0.0864
C 0.8834 0.1690 -0.2654
F 0.0068 -2.0369 0.7697
P -0.1817 -1.2896 -0.6839
H 2.3248 -0.8604 0.9618
H 2.6926 -0.9176 -0.7640
H 2.9766 0.5707 0.1496
H -3.0383 -0.3110 1.1207
H -3.7085 -0.8088 -0.5272
H -3.0242 0.8865 -0.2877
H 0.8570 0.8486 -1.1171
H 0.4534 0.6880 0.5964
```

The total charge is 0. Its HOMO energy (spin up / spin down) is -7.5 / -10.0 eV. For the HOMO-LUMO gap (spin up / spin down), the calculation gives 0.317 / 0.331 Eh. As for the multiplicity: 3. For the energy above the lowest of the compared OMol25 structures with the same formula, charge and spin, the calculation gives 0.0 kcal/mol.

Want to see where the charge sits? The Mulliken charges in e are:
1 C -1.072
2 C -1.090
3 C -0.476
4 F -0.282
5 P 0.201
6 H 0.316
7 H 0.338
8 H 0.323
9 H 0.364
10 H 0.359
11 H 0.359
12 H 0.358
13 H 0.303

No. 3
Formula: C3H8FeO3
Source: OMol25
Level of theory: ωB97M-V/def2-TZVPD

The geometry in XYZ format:
```
15
C3H8FeO3 | OMol25 | ωB97M-V/def2-TZVPD
C -2.8446 0.1896 -0.3898
O -1.4853 0.0891 -0.0270
H -3.4680 -0.2826 0.3841
H -3.1272 1.2508 -0.4529
H -3.0491 -0.3035 -1.3534
C 0.8850 -1.1292 0.3498
O 1.9111 -0.4742 -0.4140
C 2.4712 0.7330 0.1271
O 1.7247 1.7995 -0.2763
Fe 0.0685 0.9698 -0.6596
H -0.9589 -1.0281 0.4648
H 0.7285 -2.0978 -0.1507
H 1.1226 -1.1366 1.4292
H 3.5056 0.7549 -0.2701
H 2.5159 0.6652 1.2386
```

The total charge is 0. Its HOMO energy (spin up / spin down) is -7.1 / -7.1 eV. For the HOMO-LUMO gap (spin up / spin down), the calculation gives 0.256 / 0.228 Eh. As for the multiplicity: 5. For the energy above the lowest of the compared OMol25 structures with the same formula, charge and spin, the calculation gives 54.2 kcal/mol.

Want to see where the charge sits? The Mulliken charges in e are:
1 C -0.566
2 O -0.496
3 H 0.222
4 H 0.207
5 H 0.300
6 C -0.889
7 O -0.490
8 C 0.180
9 O -0.796
10 Fe 0.727
11 H 0.372
12 H 0.402
13 H 0.336
14 H 0.225
15 H 0.264

No. 4
Formula: C3H8IN2
Source: OMol25
Level of theory: ωB97M-V/def2-TZVPD

The geometry in XYZ format:
```
14
C3H8IN2 | OMol25 | ωB97M-V/def2-TZVPD
C 1.6433 -0.6540 0.2862
C 0.4696 -0.5338 -0.6769
C -0.7811 0.1027 -0.4290
N -1.6273 -0.1145 0.5159
N 0.6621 -1.6894 0.2039
I -1.4207 1.4213 -1.9954
H 2.6631 -0.7525 -0.1195
H 1.7396 -0.0550 1.1373
H 0.7850 -0.4834 -1.6155
H -0.8729 2.6743 0.6248
H -1.5499 -0.7968 1.2045
H -2.5465 0.3424 0.4504
H 0.9609 -2.4973 -0.3147
H -0.1253 3.0362 0.7280
```

The total charge is +1. Its HOMO energy is -14.5 eV. For the HOMO-LUMO gap, the calculation gives 0.351 Eh. For the energy above the lowest of the compared OMol25 structures with the same formula, charge and spin, the calculation gives 58.0 kcal/mol.

Want to see where the charge sits? The Mulliken charges in e are:
1 C -0.327
2 C -0.220
3 C 0.075
4 N -0.270
5 N -0.506
6 I 0.321
7 H 0.283
8 H 0.256
9 H 0.568
10 H -0.168
11 H 0.252
12 H 0.276
13 H 0.256
14 H 0.204

No. 5
Formula: C3H8IN2O
Source: OMol25
Level of theory: ωB97M-V/def2-TZVPD

The geometry in XYZ format:
```
15
C3H8IN2O | OMol25 | ωB97M-V/def2-TZVPD
C -1.1806 -1.6359 -0.4654
C -1.5168 -0.4793 0.3813
I -3.6930 -0.0088 0.0418
O -0.9911 0.7084 -0.1844
N 0.1857 1.1307 0.3763
C 1.3670 0.9647 -0.2754
N 2.5943 1.3739 0.1201
H -1.5347 -1.5412 -1.5206
H -0.0329 -1.8313 -0.6113
H -1.5904 -2.5822 -0.0555
H -1.2076 -0.6047 1.5232
H 0.3619 1.2263 1.4400
H 1.3072 0.5228 -1.2942
H 3.2401 0.8434 -0.4899
H 2.6908 1.9132 1.0141
```

The total charge is +1. Its HOMO energy is -12.8 eV. For the HOMO-LUMO gap, the calculation gives 0.312 Eh. Its structure (SMILES) is C[C@H](I)O/[NH+]=C/N. For the energy above the lowest of the compared OMol25 structures with the same formula, charge and spin, the calculation gives 66.6 kcal/mol.

Want to see where the charge sits? The Mulliken charges in e are:
1 C -1.111
2 C -0.130
3 I 0.116
4 O -0.127
5 N -0.257
6 C 0.139
7 N -0.356
8 H 0.378
9 H 0.252
10 H 0.376
11 H 0.435
12 H 0.317
13 H 0.383
14 H 0.293
15 H 0.291

No. 6
Formula: C3H8INOP2
Source: OMol25
Level of theory: ωB97M-V/def2-TZVPD

The geometry in XYZ format:
```
16
C3H8INOP2 | OMol25 | ωB97M-V/def2-TZVPD
C -1.2339 2.0828 -1.3026
C 2.1834 -1.4056 0.5695
C 1.0229 -2.2127 1.0086
N -0.8385 3.1784 -0.9380
O -0.6023 1.0269 1.5910
P -0.1715 0.5918 -1.5337
P -0.8741 -0.0945 0.6210
I -3.4964 1.7868 -1.2727
H 1.8688 -1.0700 -0.3554
H 2.3708 -0.3966 1.0944
H 3.0025 -2.0221 0.6307
H 0.7909 -1.9554 2.0150
H 0.8320 -3.0757 0.5054
H -1.3774 4.0071 -0.7678
H -1.1101 -0.0452 -2.4638
H -2.3672 -0.3960 0.5984
```

The total charge is 0. Its HOMO energy (spin up / spin down) is -8.4 / -8.6 eV. For the HOMO-LUMO gap (spin up / spin down), the calculation gives 0.293 / 0.262 Eh. For the energy above the lowest of the compared OMol25 structures with the same formula, charge and spin, the calculation gives 85.3 kcal/mol.

Want to see where the charge sits? The Mulliken charges in e are:
1 C 0.172
2 C -0.619
3 C -0.787
4 N -0.494
5 O -0.516
6 P -0.044
7 P 0.324
8 I -0.089
9 H 0.119
10 H 0.260
11 H 0.379
12 H 0.432
13 H 0.370
14 H 0.300
15 H 0.080
16 H 0.113

No. 7
Formula: C3H8KS
Source: OMol25
Level of theory: ωB97M-V/def2-TZVPD

The geometry in XYZ format:
```
13
C3H8KS | OMol25 | ωB97M-V/def2-TZVPD
S 0.2966 0.1979 -1.2724
C -1.0120 1.3338 -0.7791
C 0.2163 -0.8974 1.3121
C -0.0651 -1.1841 -0.1583
H -0.9745 2.1967 -1.4652
H -0.8863 1.6999 0.2538
H -2.0035 0.8584 -0.8657
H -0.4179 -0.0738 1.6813
H 0.0118 -1.7970 1.9167
H 1.2739 -0.6151 1.4480
H -1.1192 -1.4859 -0.3108
H 0.5771 -2.0098 -0.5204
K 4.1029 1.7763 -1.2399
```

The total charge is +1. Its HOMO energy is -11.8 eV. For the HOMO-LUMO gap, the calculation gives 0.274 Eh. For the energy above the lowest of the compared OMol25 structures with the same formula, charge and spin, the calculation gives 5.3 kcal/mol.

Want to see where the charge sits? The Mulliken charges in e are:
1 S -0.124
2 C -0.817
3 C -0.979
4 C -0.361
5 H 0.319
6 H 0.266
7 H 0.279
8 H 0.292
9 H 0.324
10 H 0.233
11 H 0.300
12 H 0.312
13 K 0.956

No. 8
Formula: C3H8N
Source: OMol25
Level of theory: ωB97M-V/def2-TZVPD

The geometry in XYZ format:
```
12
C3H8N | OMol25 | ωB97M-V/def2-TZVPD
C 0.5137 -0.7049 1.7375
C 0.1291 -2.0206 1.7257
H 0.5725 -0.0481 2.6045
H 0.5781 -0.1578 0.7863
H -0.2245 -2.5426 2.6976
H 0.0864 -2.6798 0.8372
C -0.0816 0.9854 -1.2318
N -0.3705 1.7718 -2.2192
H 0.3391 0.0166 -1.4160
H -0.3645 1.3224 -0.2565
H -0.8673 2.6308 -2.0642
H -0.3104 1.4268 -3.2010
```

The total charge is +1. Its HOMO energy is -13.3 eV. For the HOMO-LUMO gap, the calculation gives 0.260 Eh. For the energy above the lowest of the compared OMol25 structures with the same formula, charge and spin, the calculation gives 43.0 kcal/mol.

Want to see where the charge sits? The Mulliken charges in e are:
1 C -0.044
2 C -0.426
3 H 0.295
4 H -0.282
5 H 0.211
6 H 0.237
7 C -0.079
8 N -0.171
9 H 0.348
10 H 0.297
11 H 0.299
12 H 0.315

No. 9
Formula: C3H8N
Source: OMol25
Level of theory: ωB97M-V/def2-TZVPD

The geometry in XYZ format:
```
12
C3H8N | OMol25 | ωB97M-V/def2-TZVPD
C -6.9915 -1.1241 0.5248
C -6.6935 0.2714 0.7027
C -6.0860 1.0947 -0.3215
N -5.7851 0.5261 -1.4169
H -7.7333 -1.4829 1.2419
H -6.0723 -1.7067 0.6957
H -7.2670 -1.3094 -0.5138
H -6.9135 0.7440 1.6614
H -5.9072 2.1439 -0.0921
H -5.3157 1.1655 -2.0573
H 32.0237 -0.0689 -0.1551
H 32.7414 -0.2537 -0.2697
```

The total charge is +1. Its HOMO energy is -14.8 eV. For the HOMO-LUMO gap, the calculation gives 0.244 Eh. For the energy above the lowest of the compared OMol25 structures with the same formula, charge and spin, the calculation gives 79.7 kcal/mol.

Want to see where the charge sits? The Mulliken charges in e are:
1 C -0.897
2 C 0.209
3 C -0.093
4 N -0.343
5 H 0.358
6 H 0.347
7 H 0.369
8 H 0.346
9 H 0.395
10 H 0.309
11 H -0.001
12 H 0.001

No. 10
Formula: C3H8N
Source: OMol25
Level of theory: ωB97M-V/def2-TZVPD

The geometry in XYZ format:
```
12
C3H8N | OMol25 | ωB97M-V/def2-TZVPD
C 0.8421 1.2095 0.3186
C 0.2845 0.0485 0.1703
C -0.6763 -0.6508 1.0895
N 0.0426 -0.3535 -1.2881
H 0.9906 1.8625 -0.4804
H 1.2634 1.5976 1.3135
H -0.4836 -0.2632 2.1041
H -0.4232 -1.7379 1.0167
H -1.7862 -0.5593 0.8844
H -0.5262 0.3249 -1.7673
H 0.8738 -0.2566 -1.7704
H -0.4013 -1.2217 -1.5909
```

The total charge is +1. Its HOMO energy is -15.1 eV. For the HOMO-LUMO gap, the calculation gives 0.412 Eh. Its structure (SMILES) is C=C(C)[NH3+]. For the energy above the lowest of the compared OMol25 structures with the same formula, charge and spin, the calculation gives 21.9 kcal/mol.

Want to see where the charge sits? The Mulliken charges in e are:
1 C -0.792
2 C 0.611
3 C -1.076
4 N -0.363
5 H 0.288
6 H 0.261
7 H 0.325
8 H 0.337
9 H 0.335
10 H 0.358
11 H 0.351
12 H 0.364

No. 11
Formula: C3H8N
Source: OMol25
Level of theory: ωB97M-V/def2-TZVPD

The geometry in XYZ format:
```
12
C3H8N | OMol25 | ωB97M-V/def2-TZVPD
C -0.1384 -1.1238 -1.0382
C 0.0112 -0.2011 -0.1264
C 1.2573 0.5721 0.1932
N -1.1389 0.2982 0.6958
H -0.9824 -1.8157 -1.0376
H 0.6071 -1.5440 -1.7026
H 1.3802 1.3187 -0.6084
H 1.2870 1.0793 1.1584
H 2.1825 0.0056 0.1326
H -1.4614 1.0176 0.0358
H -1.0728 0.7417 1.6135
H -1.9315 -0.3485 0.6841
```

The total charge is +1. Its HOMO energy is -15.1 eV. For the HOMO-LUMO gap, the calculation gives 0.413 Eh. Its structure (SMILES) is C=C(C)[NH3+]. For the energy above the lowest of the compared OMol25 structures with the same formula, charge and spin, the calculation gives 13.7 kcal/mol.

Want to see where the charge sits? The Mulliken charges in e are:
1 C -0.927
2 C 0.728
3 C -1.185
4 N -0.320
5 H 0.252
6 H 0.310
7 H 0.314
8 H 0.360
9 H 0.335
10 H 0.405
11 H 0.361
12 H 0.369

No. 12
Formula: C3H8N2
Source: OMol25
Level of theory: ωB97M-V/def2-TZVPD

The geometry in XYZ format:
```
13
C3H8N2 | OMol25 | ωB97M-V/def2-TZVPD
C -0.7967 -0.1224 -1.9633
C 0.0279 -0.0986 -0.6950
N -0.7816 -0.0440 0.4774
C 0.2579 0.3969 1.6677
N 1.4932 0.2748 2.0935
H -1.6038 -0.8481 -1.7741
H -1.2161 0.8929 -1.9091
H -0.1266 -0.2521 -2.8254
H 0.8917 0.7593 -0.8315
H 0.6374 -0.9143 -0.5011
H 1.6924 -0.6213 2.6025
H -0.2388 -0.6309 1.4418
H -0.2371 1.2078 2.2165
```

The total charge is 0. Its HOMO energy is -8.5 eV. For the HOMO-LUMO gap, the calculation gives 0.290 Eh. For the energy above the lowest of the compared OMol25 structures with the same formula, charge and spin, the calculation gives 176.2 kcal/mol.

Want to see where the charge sits? The Mulliken charges in e are:
1 C -1.076
2 C -0.194
3 N -0.483
4 C -0.164
5 N -0.566
6 H 0.331
7 H 0.266
8 H 0.318
9 H 0.246
10 H 0.388
11 H 0.246
12 H 0.324
13 H 0.363

The following E_tot values (in hartree) correspond, in order, to the records above: -318.273719; -560.217392; -1608.346987; -525.953507; -601.193108; -1229.341471; -1117.021244; -173.514228; -173.455705; -173.547886; -173.560953; -228.367919.